{
  "formula": "CH5ClNOP",
  "method": "the ωB97M-V functional and the def2-TZVPD basis",
  "e_tot_ev": -26468.3004,
  "relative_energy_kcal_mol": 15.25,
  "max_force_ev_per_a": 3.7,
  "e_homo_ev": -10.62,
  "orbital_gap_ha": 0.4012,
  "smiles": "C[P@@](N)(=O)Cl",
  "elements": ["C", "N", "O", "P", "Cl", "H", "H", "H", "H", "H"],
  "positions_angstrom": [[0.33008, -0.75661, 1.05641], [0.04671, 0.00649, -1.53233], [-1.99322, 0.33248, 0.21502], [-0.56126, 0.30579, -0.05712], [0.65960, 2.37560, 0.32173], [1.38681, -0.65459, 0.96356], [-0.27856, -0.48561, 2.04609], [-0.04798, -1.78612, 0.85923], [0.95413, 0.24919, -1.65422], [-0.49630, 0.41338, -2.21838]]
}

---

{
  "formula": "CH5CoO2",
  "method": "the ωB97M-V functional and the def2-TZVPD basis",
  "e_tot_ev": -42816.4929,
  "s2": 6.017,
  "max_force_ev_per_a": 1.7,
  "e_homo_ev": [-22.71, -22.29],
  "orbital_gap_ha": [0.4349, 0.2923],
  "total_charge": 2,
  "multiplicity": 5,
  "elements": ["O", "H", "C", "H", "H", "H", "Co", "O", "H"],
  "positions_angstrom": [[0.66732, -0.54094, -0.04561], [-1.95211, 1.28898, -0.68337], [1.53109, -1.60621, 0.15789], [2.58041, -1.28120, 0.28812], [1.25708, -2.19441, 1.05415], [1.51882, -2.29803, -0.70510], [0.23452, 1.01024, 0.48732], [-1.32881, 1.84311, -0.12338], [-1.84254, 2.49794, 0.36307]]
}

---

{
  "formula": "CH5FN3O2S",
  "method": "the ωB97M-V functional and the def2-TZVPD basis",
  "e_tot_ev": -23227.2222,
  "max_force_ev_per_a": 2.6,
  "e_homo_ev": -16.27,
  "orbital_gap_ha": 0.3820,
  "total_charge": 1,
  "smiles": "NC(N)=[NH+]S(=O)(=O)F",
  "elements": ["N", "C", "N", "N", "S", "O", "O", "F", "H", "H", "H", "H", "H"],
  "positions_angstrom": [[0.96947, -1.30682, 0.05029], [0.73177, 0.03584, -0.13298], [1.78883, 0.93044, -0.45284], [-0.46063, 0.54141, 0.01443], [-1.91141, -0.37602, 0.27223], [-2.14568, -0.29352, 1.64502], [-1.83492, -1.64233, -0.30098], [-2.94588, 0.54744, -0.41601], [1.70975, -1.35615, 0.75878], [1.29188, -1.73624, -0.81864], [1.39918, 1.65696, -1.06326], [1.97453, 1.44205, 0.42241], [-0.56690, 1.55695, 0.02154]]
}

---

{
  "formula": "CH5FNP",
  "method": "the ωB97M-V functional and the def2-TZVPD basis",
  "e_tot_ev": -14611.5479,
  "relative_energy_kcal_mol": 53.86,
  "max_force_ev_per_a": 6.0,
  "e_homo_ev": -9.13,
  "orbital_gap_ha": 0.3412,
  "elements": ["C", "N", "F", "P", "H", "H", "H", "H", "H"],
  "positions_angstrom": [[0.53144, 0.65331, 1.10134], [-0.38316, -0.51136, 0.70845], [-1.18635, -1.73381, -1.13694], [-0.48910, -0.43222, -0.84666], [0.35420, 0.86120, 2.08097], [1.55232, 0.50984, 0.74504], [0.18808, 1.56503, 0.62792], [0.73010, -0.60962, -1.37673], [-1.29753, -0.30238, -1.90340]]
}

---

{
  "formula": "CH5GdO",
  "method": "the ωB97M-V functional and the def2-TZVPD basis",
  "e_tot_ev": -23990.5876,
  "s2": 20.072,
  "max_force_ev_per_a": 4.9,
  "e_homo_ev": [-11.62, -11.95],
  "orbital_gap_ha": [0.2743, 0.2440],
  "total_charge": 1,
  "multiplicity": 9,
  "elements": ["H", "C", "H", "H", "H", "Gd", "O", "H"],
  "positions_angstrom": [[-0.68683, 0.97821, 0.19093], [1.00711, -0.07895, -0.53410], [1.44902, 0.47901, 0.31035], [1.85893, -0.69522, -0.86804], [0.65273, 0.35258, -1.48677], [-0.82680, -1.98365, 0.40171], [-1.52933, 0.27378, 0.60386], [-1.92483, 0.67424, 1.38207]]
}

---

{
  "formula": "CH5IN2",
  "method": "the ωB97M-V functional and the def2-TZVPD basis",
  "e_tot_ev": -12196.4544,
  "relative_energy_kcal_mol": 25.96,
  "max_force_ev_per_a": 3.7,
  "e_homo_ev": -9.42,
  "orbital_gap_ha": 0.3632,
  "smiles": "[H]/N=N/[H].CI",
  "elements": ["C", "N", "N", "I", "H", "H", "H", "H", "H"],
  "positions_angstrom": [[1.47298, 0.88370, -0.09013], [-2.39217, -1.30082, -0.25638], [-1.46615, -1.19922, 0.56646], [2.89484, 2.39383, -0.44585], [0.95276, 0.98427, 0.79814], [1.84145, -0.04748, -0.11645], [-3.09554, -0.53346, -0.25323], [0.73488, 1.00636, -0.76085], [-0.94307, -2.18720, 0.55828]]
}

---

{
  "formula": "CH5IN2O3",
  "method": "the ωB97M-V functional and the def2-TZVPD basis",
  "e_tot_ev": -18333.8674,
  "relative_energy_kcal_mol": 15.75,
  "max_force_ev_per_a": 6.8,
  "e_homo_ev": -9.31,
  "orbital_gap_ha": 0.3345,
  "elements": ["C", "N", "N", "O", "O", "O", "I", "H", "H", "H", "H", "H"],
  "positions_angstrom": [[0.42833, 1.38706, -0.42937], [1.18654, 0.30360, 0.00704], [0.71063, -0.62879, 0.94491], [-0.70486, 0.62419, -1.71377], [-1.21997, -1.63880, 0.12614], [0.16472, -1.79843, 0.55277], [-0.90826, 2.21957, 1.13266], [1.06357, 2.18474, -0.89270], [1.96365, 0.03235, -0.51156], [0.11228, -0.09689, 1.75230], [-1.15335, -0.00189, -1.24717], [-1.64327, -2.58671, 0.27876]]
}

---

{
  "formula": "CH5INP",
  "method": "the ωB97M-V functional and the def2-TZVPD basis",
  "e_tot_ev": -19997.4305,
  "relative_energy_kcal_mol": 23.00,
  "max_force_ev_per_a": 0.6,
  "e_homo_ev": -9.52,
  "orbital_gap_ha": 0.3262,
  "smiles": "[H]/N=P/I.C",
  "elements": ["C", "N", "P", "I", "H", "H", "H", "H", "H"],
  "positions_angstrom": [[1.91441, -1.14133, -0.13540], [-2.45146, 2.20501, 0.52312], [-1.85135, 1.17361, -0.44078], [-3.22156, -0.79975, 0.01041], [1.64447, -0.42956, 0.63507], [2.90713, -1.52383, 0.06335], [1.90655, -0.64965, -1.09998], [-2.05405, 3.12444, 0.58384], [1.20588, -1.95894, -0.13962]]
}

---

{
  "formula": "CH5INP",
  "method": "the ωB97M-V functional and the def2-TZVPD basis",
  "e_tot_ev": -19996.5970,
  "relative_energy_kcal_mol": 42.22,
  "max_force_ev_per_a": 2.9,
  "e_homo_ev": [-7.71, -7.63],
  "orbital_gap_ha": [0.2122, 0.2034],
  "elements": ["C", "N", "P", "I", "H", "H", "H", "H", "H"],
  "positions_angstrom": [[-0.33646, 0.86488, -0.77467], [0.01237, -1.51570, 0.48159], [-0.55068, -0.94551, -0.96004], [-3.90154, -0.35336, 0.47215], [-1.06387, 1.25879, -0.08473], [-0.48800, 1.46812, -1.81258], [0.68995, 1.06867, -0.45915], [0.04570, -2.57178, 0.63572], [0.48112, -1.07431, 1.30012]]
}

---

{
  "formula": "CH5N2O",
  "method": "the ωB97M-V functional and the def2-TZVPD basis",
  "e_tot_ev": -6134.2089,
  "relative_energy_kcal_mol": 112.36,
  "max_force_ev_per_a": 4.9,
  "e_homo_ev": -16.46,
  "orbital_gap_ha": 0.3903,
  "total_charge": 1,
  "elements": ["C", "N", "N", "O", "H", "H", "H", "H", "H"],
  "positions_angstrom": [[-0.42740, 0.80171, 0.37366], [-0.53433, 1.73725, -0.60884], [0.26673, -0.50844, 0.18865], [0.52398, 1.68197, 0.78241], [-1.38937, 0.66943, 0.96445], [-0.10978, 1.67966, -1.58301], [-0.21516, -1.43363, -0.08796], [0.79573, -1.06055, 0.94031], [1.04106, -0.25882, -0.50163]]
}

---

{
  "formula": "CH5N2O",
  "method": "the ωB97M-V functional and the def2-TZVPD basis",
  "e_tot_ev": -6134.3175,
  "relative_energy_kcal_mol": 109.86,
  "max_force_ev_per_a": 8.0,
  "e_homo_ev": [-17.32, -17.33],
  "orbital_gap_ha": [0.3769, 0.3770],
  "total_charge": 1,
  "smiles": "C[N+](N)=O",
  "elements": ["C", "N", "N", "O", "H", "H", "H", "H", "H"],
  "positions_angstrom": [[-0.06707, -0.84559, -0.61851], [-0.06045, 1.18272, 0.46860], [0.31213, -0.02813, 0.47894], [1.11138, -0.48807, 1.49012], [-0.27680, -1.95409, -0.29680], [0.69735, -0.58189, -1.42663], [-1.06831, -0.54131, -0.95348], [-0.69433, 1.51899, -0.38877], [0.04611, 1.73737, 1.24653]]
}

---

{
  "formula": "CH5N2O2",
  "method": "the ωB97M-V functional and the def2-TZVPD basis",
  "e_tot_ev": -8179.3661,
  "relative_energy_kcal_mol": 113.70,
  "max_force_ev_per_a": 5.0,
  "e_homo_ev": -15.76,
  "orbital_gap_ha": 0.3794,
  "total_charge": 1,
  "elements": ["C", "N", "N", "O", "O", "H", "H", "H", "H", "H"],
  "positions_angstrom": [[0.77742, 1.10765, 0.85731], [-0.50877, -1.67383, -0.80169], [-1.21567, -0.57306, -0.69299], [0.63845, -1.76588, -0.38617], [-0.30637, 0.55386, -0.36903], [1.63635, 0.79965, 0.19355], [0.52518, 0.52999, 1.73607], [0.37914, 2.11152, 1.03555], [-1.07439, -2.44434, -1.13258], [-0.85133, 1.35444, -0.44001]]
}

---

{
  "formula": "CH5N2O3S",
  "method": "the ωB97M-V functional and the def2-TZVPD basis",
  "e_tot_ev": -21074.0696,
  "relative_energy_kcal_mol": 70.78,
  "max_force_ev_per_a": 1.0,
  "e_homo_ev": [-4.90, -3.84],
  "orbital_gap_ha": [0.3279, 0.2787],
  "total_charge": -1,
  "elements": ["C", "N", "N", "O", "O", "O", "S", "H", "H", "H", "H", "H"],
  "positions_angstrom": [[1.31419, 0.91033, 1.41562], [-0.07725, 0.30647, -1.66574], [-0.76120, 0.59202, -0.56705], [-1.47083, -0.82376, 1.45250], [0.00880, -1.78923, -0.25161], [-2.32980, -1.35129, -0.77147], [-1.18259, -0.97308, 0.04250], [0.85039, 0.00115, 1.73016], [2.02304, 0.89125, 0.61328], [0.81980, 1.83215, 1.63751], [0.49809, 1.05469, -2.03065], [0.30736, -0.65070, -1.60505]]
}

---

{
  "formula": "CH5N2OP",
  "method": "the ωB97M-V functional and the def2-TZVPD basis",
  "e_tot_ev": -15431.8981,
  "relative_energy_kcal_mol": 64.47,
  "max_force_ev_per_a": 4.6,
  "e_homo_ev": [-8.35, -8.34],
  "orbital_gap_ha": [0.3036, 0.3035],
  "elements": ["C", "N", "N", "O", "P", "H", "H", "H", "H", "H"],
  "positions_angstrom": [[1.28616, 0.05333, -0.04614], [0.92011, -1.19273, -0.03881], [-0.42059, 1.45454, -0.24889], [2.22985, 0.73514, 0.13116], [-1.87681, 0.66280, -0.04752], [-0.04015, -1.23080, 0.19041], [1.55761, -1.76449, 0.48678], [-0.01732, 1.94596, 0.53343], [-1.65059, -0.71201, 0.36922], [-1.98826, 0.04826, -1.32964]]
}

---

{
  "formula": "CH5N2PS",
  "method": "the ωB97M-V functional and the def2-TZVPD basis",
  "e_tot_ev": -24217.0706,
  "relative_energy_kcal_mol": 113.65,
  "max_force_ev_per_a": 5.1,
  "e_homo_ev": [-8.06, -8.92],
  "orbital_gap_ha": [0.2438, 0.3005],
  "elements": ["C", "N", "N", "P", "S", "H", "H", "H", "H", "H"],
  "positions_angstrom": [[1.00465, 0.76767, -0.06750], [1.35622, 0.25410, -1.34412], [0.78606, -0.56722, -2.00511], [-1.94560, -0.41755, 1.06022], [-0.25095, -1.76866, -2.07867], [0.20721, 0.10400, 0.29497], [0.91083, 1.84378, -0.20201], [1.95701, 0.59213, 0.54671], [-2.87393, 0.18901, 1.92961], [-1.15149, -0.99727, 1.86592]]
}

---

{
  "formula": "CH5N2S2",
  "method": "the ωB97M-V functional and the def2-TZVPD basis",
  "e_tot_ev": -25758.4611,
  "relative_energy_kcal_mol": 90.82,
  "max_force_ev_per_a": 3.5,
  "e_homo_ev": [-14.05, -13.65],
  "orbital_gap_ha": [0.2437, 0.2737],
  "total_charge": 1,
  "elements": ["C", "N", "N", "S", "S", "H", "H", "H", "H", "H"],
  "positions_angstrom": [[0.25201, -0.90151, 0.54218], [0.19835, -0.30256, -0.61913], [0.05156, -0.27064, 1.73812], [-0.47925, 2.36684, -0.26491], [0.94251, -0.64120, -2.03382], [0.39015, -1.91500, 0.71944], [-0.07450, -0.91292, 2.55910], [-0.38928, 0.60743, 1.63717], [-0.78951, 2.25525, -1.48810], [-0.10205, -0.28570, -2.79005]]
}

---

{
  "formula": "CH5N3",
  "method": "the ωB97M-V functional and the def2-TZVPD basis",
  "e_tot_ev": -5585.6066,
  "relative_energy_kcal_mol": 77.71,
  "max_force_ev_per_a": 2.6,
  "e_homo_ev": -8.66,
  "orbital_gap_ha": 0.3586,
  "elements": ["C", "N", "N", "N", "H", "H", "H", "H", "H"],
  "positions_angstrom": [[1.33052, 0.08017, -0.00057], [-0.95172, -0.18140, 0.01613], [-2.23505, -0.08955, -0.00921], [0.02791, 0.65648, 0.00764], [1.93866, 0.64248, -0.70896], [1.79290, 0.18427, 0.98477], [1.33040, -0.98293, -0.28263], [-0.69769, -1.19445, 0.03759], [-2.53592, 0.88493, -0.04475]]
}

---

{
  "formula": "CH5N3",
  "method": "the ωB97M-V functional and the def2-TZVPD basis",
  "e_tot_ev": -5587.0818,
  "relative_energy_kcal_mol": 43.69,
  "max_force_ev_per_a": 3.9,
  "e_homo_ev": -8.04,
  "orbital_gap_ha": 0.3307,
  "smiles": "N=C(N)N",
  "elements": ["N", "C", "N", "N", "H", "H", "H", "H", "H"],
  "positions_angstrom": [[1.04180, -0.01682, -0.83735], [0.00937, 0.14616, 0.20935], [-0.85297, -0.92707, 0.52650], [-0.19692, 1.27666, 0.78680], [1.35393, 0.85246, -1.29847], [1.40428, -0.91484, -1.06641], [-1.10040, -0.89843, 1.52444], [-1.29980, -1.57717, -0.03727], [-0.35928, 2.05904, 0.19242]]
}

---

{
  "formula": "CH5N3O",
  "method": "the ωB97M-V functional and the def2-TZVPD basis",
  "e_tot_ev": -7632.6176,
  "relative_energy_kcal_mol": 69.64,
  "max_force_ev_per_a": 4.0,
  "e_homo_ev": -8.45,
  "orbital_gap_ha": 0.3499,
  "smiles": "N/N=C/NO",
  "elements": ["C", "H", "H", "H", "H", "H", "N", "N", "N", "O"],
  "positions_angstrom": [[0.05562, 0.21235, -0.28205], [2.92057, -0.15154, 0.77366], [2.53954, 1.03504, -0.24529], [0.12956, 1.27034, -0.52245], [-0.96889, -1.26451, 0.22453], [-2.88328, 0.42396, -0.28026], [2.31826, 0.16546, 0.06583], [1.05221, -0.45598, 0.10076], [-1.17436, -0.42004, -0.37198], [-2.18049, 0.29831, 0.39748]]
}

---

{
  "formula": "CH5N3O",
  "method": "the ωB97M-V functional and the def2-TZVPD basis",
  "e_tot_ev": -7632.0265,
  "relative_energy_kcal_mol": 83.27,
  "max_force_ev_per_a": 2.9,
  "e_homo_ev": [-8.83, -8.83],
  "orbital_gap_ha": [0.3235, 0.3235],
  "smiles": "NNCN=O",
  "elements": ["C", "N", "N", "N", "O", "H", "H", "H", "H", "H"],
  "positions_angstrom": [[-0.46814, 0.81234, -0.18396], [1.40985, -0.87914, -0.04804], [0.58246, 0.07354, 0.55344], [-1.46902, -0.18601, -0.31027], [-2.35786, -0.26025, 0.52314], [-0.77661, 1.68381, 0.40718], [-0.12436, 1.08015, -1.18130], [0.95487, -1.64748, -0.52098], [0.19135, -0.29019, 1.41837], [2.05744, -0.38677, -0.65758]]
}